No. 1
DFT (the ωB97M-V functional and the def2-TZVPD basis) results for an isolated molecule of C15H14ClNO4 in a non-equilibrium geometry.

```
35
Properties=species:S:1:pos:R:3:forces:R:3
C 2.9277 2.6696 1.5155 -1.1602 -0.4209 -0.6697
C 3.1653 1.4584 0.6062 1.6961 1.2464 0.2576
C 4.6092 1.5214 0.1695 -0.3374 1.4659 -1.3160
C 2.2165 1.4473 -0.5838 -2.1252 -1.5132 0.9920
C 0.8124 0.9635 -0.1137 2.6496 -2.4361 3.7832
N -0.2327 1.1066 -0.8170 1.0253 -0.3345 -1.1294
O -0.1994 1.4900 -2.0057 0.3742 1.9694 -2.3960
C -1.4030 0.4454 -0.6028 -6.5626 -1.4745 3.0453
C -1.4755 -0.9424 -0.7549 4.1132 0.7129 -2.1832
C -2.5979 -1.6291 -0.6665 -3.4608 -2.5854 0.7186
C -3.8450 -1.1079 -0.2988 1.7001 1.8810 0.6767
C -3.8591 0.2720 0.0478 4.5420 -1.1988 -2.2583
Cl -5.1981 1.0499 0.5087 -3.0903 1.5209 1.0834
C -2.6650 1.0822 -0.1567 1.9267 -2.5175 -1.2178
C 0.8001 0.1146 1.1988 0.5553 1.7476 0.4959
C 1.9570 -0.1210 1.8401 1.6248 0.5191 -1.7338
O 3.2044 0.3145 1.4628 -2.1018 -1.6369 0.3820
C 1.7855 -0.9723 3.0268 1.0727 -0.3087 1.6845
O 2.6025 -1.5165 3.7136 0.3049 0.1623 -0.4739
O 0.4845 -1.0006 3.3553 -0.0949 -0.1350 -2.0028
C -0.1910 -0.3490 2.2636 -2.7671 -1.4711 -1.5779
H 3.8888 2.9201 1.9641 -0.5036 0.2674 0.3918
H 2.1462 2.3124 2.1950 0.3569 0.6196 0.5082
H 2.4690 3.4874 0.9273 0.6164 -0.1228 0.4231
H 5.3057 1.2763 0.9560 0.0343 0.6114 0.5173
H 4.8509 0.8353 -0.6023 -0.0704 -0.8687 -0.9257
H 4.6895 2.5358 -0.2917 0.7164 -0.6030 0.5578
H 2.6693 0.9913 -1.4558 -0.3943 -1.0082 -0.1014
H 1.9017 2.3691 -0.9931 0.5013 1.8116 -0.0780
H -0.6546 -1.5647 -1.2491 -0.4938 1.4141 1.1690
H -2.5201 -2.7182 -0.8192 -0.2541 0.6214 -0.1496
H -4.6929 -1.7448 -0.2266 -0.6486 -0.1454 0.1210
H -2.6570 2.1590 -0.1824 -0.3971 0.1851 0.5418
H -1.0133 -0.9791 1.7828 1.2969 0.0652 0.8593
H -0.7603 0.3447 2.8075 -0.6448 1.9596 0.0049
```
Positions in Å, forces in eV/Å.

The value obtained for the highest occupied orbital energy is -8.74 eV. The total energy is -1395.7310 a.u. The gap between HOMO and LUMO comes out at 8.36 eV. As for the structure (SMILES): CC1(C)C/C(=[N+](\[O-])c2cccc(Cl)c2)C2=C(O1)C(=O)OC2. Its LUMO energy is -0.4 eV. As for the multiplicity: 1. Its energy above the lowest of the compared OMol25 structures with the same formula, charge and spin is 145.0 kcal/mol.

=====

No. 2
DFT (the ωB97M-V functional and the def2-TZVPD basis) results for a 2-piece molecular cluster, C2H5B overall in a non-equilibrium geometry.

```
8
Properties=species:S:1:pos:R:3:forces:R:3
B 1.0510 0.3425 0.0892 -0.9441 0.2024 -1.6018
C -0.4926 0.6913 0.2531 1.5684 -1.1677 -6.3148
C 0.0045 -0.7540 0.1490 -0.6599 -2.5553 -0.6851
H 2.1334 0.5373 -0.4273 -0.5798 0.2693 0.8854
H -1.0477 0.9795 1.0219 -2.2358 1.4623 3.0840
H -1.3018 1.0988 -1.1766 2.2381 -0.7851 3.8213
H -0.2563 -1.3042 -0.8235 0.7290 0.9499 1.1839
H -0.0906 -1.5912 0.9141 -0.1160 1.6242 -0.3728
```
Positions in Å, forces in eV/Å.

The value obtained for the highest occupied orbital energy is -9.64 eV. The total energy is -103.8686 a.u. The gap between HOMO and LUMO comes out at 9.30 eV. Its LUMO energy is -0.3 eV. As for the multiplicity: 1. Its energy above the lowest of the compared OMol25 structures with the same formula, charge and spin is 77.7 kcal/mol.

=====

No. 3
DFT (the ωB97M-V functional and the def2-TZVPD basis) results for C33H39FN4P2V as an isolated structure in a non-equilibrium geometry.

```
80
Properties=species:S:1:pos:R:3:forces:R:3
V 0.0370 -0.9446 2.8769 0.6969 0.8740 3.3690
C -1.3116 1.5975 3.2550 -0.3590 -1.7091 -1.6699
C -1.4368 0.7398 2.1839 -0.7153 1.2428 0.8781
C -0.6307 0.7886 0.9058 -0.8491 0.4294 -0.8715
C 0.6581 -0.0169 0.7428 0.6338 1.2551 -0.7860
C 1.7280 0.0714 1.7984 -0.0536 0.4730 0.8734
C 1.7192 0.9960 2.8279 0.5367 -1.5822 -1.3952
C 1.1212 2.3393 2.6838 -0.9944 1.5724 0.2551
C -0.2433 2.6106 3.4036 0.8555 0.5159 0.6151
C 1.6085 -1.6988 4.0550 -0.2514 -0.6492 -0.4169
H -2.0670 1.5429 4.0421 0.2678 0.0060 -0.2222
H -2.3570 0.1274 2.1319 0.5200 0.2086 0.2111
H -0.4605 1.8182 0.5641 0.0396 -0.2174 0.3323
H -1.3159 0.3694 0.1298 0.7648 0.4961 1.0341
H 0.4210 -1.0735 0.4814 0.1606 0.1043 0.3648
H 1.1280 0.3806 -0.1873 -0.5101 -0.3044 0.5147
H 2.5144 -0.6829 1.6953 -0.3501 0.1645 0.4474
H 2.4043 0.8302 3.6635 -0.1276 0.0509 -0.3688
H 0.9968 2.6112 1.6256 0.2617 -0.1780 0.3910
H 1.8500 3.0757 3.0996 -0.4871 -0.4781 -0.2773
H -0.0499 2.7548 4.4844 -0.1562 -0.0785 -0.4849
H -0.6355 3.5780 3.0440 0.0778 -0.1936 0.1021
H 1.9007 -1.2128 5.0094 -0.3312 -0.3895 -0.6124
H 2.5044 -1.9345 3.4572 -0.0744 -0.3096 0.3249
H 0.9783 -2.5960 4.2544 0.8159 -0.1157 0.3603
P 1.8201 -0.9349 -1.8585 2.2215 -1.0229 -3.6642
P -2.0903 -0.1607 -1.7620 -1.6858 0.7548 -2.1653
N 3.1929 0.0871 -2.3168 0.3992 0.6825 0.7358
N 2.3045 -2.2132 -3.0463 -0.4681 -0.7241 0.3424
N -2.2573 1.4909 -2.3398 0.5425 0.7866 0.2832
N -3.5609 -0.6948 -2.5687 -0.6307 -1.0785 -0.0212
C 0.5737 -0.0851 -2.9284 -0.7215 0.3940 0.2105
C -0.8240 -0.7801 -2.9528 0.5030 -0.4241 -0.2914
C 4.2039 0.4186 -1.4008 0.0010 0.6130 -0.9562
C 5.1424 1.2211 -2.0386 -0.6043 -0.6404 0.3362
C 4.7286 1.3621 -3.3990 -1.0502 -0.6918 0.2433
C 3.5324 0.6602 -3.5449 0.8377 0.6554 0.7931
C 2.5769 -3.5211 -2.6300 -0.0305 0.0213 -1.2200
C 2.9147 -4.2946 -3.7397 -0.3116 1.2187 0.6375
C 2.8748 -3.4275 -4.8837 -0.4065 0.6552 1.0701
C 2.4911 -2.1697 -4.4281 0.0144 -0.8069 0.1059
C -2.2044 2.6022 -1.4798 0.3097 0.3560 -0.8809
C -1.9976 3.7500 -2.2286 -0.2825 -0.9916 0.1617
C -1.9876 3.3597 -3.6098 0.0798 -1.2613 0.6082
C -2.1243 1.9743 -3.6497 0.2447 1.1814 0.5050
C -4.3556 -0.1283 -3.5768 -0.0343 -0.9206 -0.2407
C -5.2030 -1.1026 -4.0883 0.8165 0.2247 0.9005
C -4.9705 -2.3043 -3.3355 0.6776 0.5093 0.2960
C -3.9723 -2.0297 -2.4142 -0.4891 0.5809 -0.8632
H 0.9335 0.0332 -3.9669 -0.1114 -0.1268 0.6687
H 0.4782 0.9344 -2.5178 0.0515 -0.1203 -0.1827
H -1.2334 -0.7511 -3.9785 0.0965 -0.0821 0.4965
H -0.7012 -1.8449 -2.6753 -0.1410 0.2275 -0.3055
H 4.1330 0.0642 -0.3829 0.0877 0.0571 -0.0556
H 6.0278 1.6585 -1.5823 -0.2932 -0.2305 -0.1293
H 5.2477 1.9079 -4.1790 -0.1855 -0.1266 0.1486
H 2.8919 0.5723 -4.4034 0.1330 0.0438 0.0370
H 2.4849 -3.7714 -1.5858 0.0451 -0.0874 -0.0118
H 3.1453 -5.3459 -3.7305 0.0763 0.0003 0.0342
H 3.0969 -3.7014 -5.9057 -0.0622 0.1152 0.1162
H 2.3209 -1.2603 -4.9863 0.0880 -0.2929 0.0593
H -2.3557 2.4850 -0.4160 0.1226 -0.0385 -0.1476
H -1.8440 4.7480 -1.8359 -0.2442 -0.1893 -0.0560
H -1.8795 4.0199 -4.4575 -0.0133 -0.1463 0.0167
H -2.1810 1.3232 -4.5077 0.1169 -0.0243 0.1410
H -4.2663 0.9106 -3.8538 0.0065 -0.2070 0.1015
H -5.8956 -0.9772 -4.9125 0.0556 0.0716 0.2952
H -5.4738 -3.2530 -3.4653 0.0825 0.1343 0.0787
H -3.5163 -2.6505 -1.6575 -0.0308 -0.0195 -0.0566
F -2.0482 -0.1152 8.9737 0.1301 -0.0527 -0.5088
C -1.5923 -0.2625 7.6879 0.0482 0.0479 -0.0481
C -0.5684 0.5727 7.2446 0.1758 -0.2751 -0.6150
C -0.0650 0.3579 5.9405 -0.4935 0.0118 1.0497
C -0.6332 -0.5885 5.0900 0.1580 -0.0786 -2.0701
C -1.7029 -1.3515 5.5472 -0.0432 0.3105 1.0633
C -2.1642 -1.2363 6.8777 0.1021 0.0892 -0.3284
H -0.1627 1.3619 7.8811 -0.1484 -0.3519 -0.0335
H 0.7957 0.9499 5.6131 -0.2347 -0.1221 0.1266
H -2.1846 -2.0620 4.8754 -0.0506 -0.0268 0.2259
H -2.9570 -1.8788 7.2616 0.1719 0.2301 -0.0046
```
Positions in Å, forces in eV/Å.

The value obtained for the highest occupied orbital energy (spin up / spin down) is -7.04 / -7.29 eV. The total energy is -3226.1937 a.u. The gap between HOMO and LUMO (spin up / spin down) comes out at 6.89 / 6.72 eV. Its LUMO energy (spin up / spin down) is -0.1 / -0.6 eV. As for the multiplicity: 4. Its energy above the lowest of the compared OMol25 structures with the same formula, charge and spin is 65.4 kcal/mol.

=====

No. 4
DFT (the ωB97M-V functional and the def2-TZVPD basis) results for an isolated molecule of C3H6O3 in a non-equilibrium geometry.

```
12
Properties=species:S:1:pos:R:3:forces:R:3
C 0.6897 0.6184 -0.1547 0.2615 -2.0898 -2.0090
C -0.3718 -0.4577 -0.0739 -3.3834 1.0503 0.6043
O -0.0858 -1.3706 0.9309 -0.0359 1.8930 1.8716
O -0.7872 -1.1105 -1.2020 -1.7555 1.1233 -1.6625
C -1.6209 0.3423 0.5285 1.5126 -0.7360 0.6677
O -2.7160 0.4095 0.0344 1.0253 0.2042 0.4854
H 1.4605 -0.0598 -0.5997 0.5442 1.3648 0.7092
H 0.4531 1.4383 -0.8654 0.0383 -0.5012 0.6591
H 0.7669 0.8845 0.8807 1.0531 0.5882 0.2417
H 0.1777 -2.2306 0.7057 0.4531 -1.5782 -1.2541
H -1.6867 -0.6692 -1.4558 2.0028 -1.2609 0.5572
H -1.1690 0.7915 1.5045 -1.7162 -0.0579 -0.8706
```
Positions in Å, forces in eV/Å.

The value obtained for the highest occupied orbital energy is -9.62 eV. The total energy is -343.5823 a.u. The gap between HOMO and LUMO comes out at 10.39 eV. As for the structure (SMILES): CC(O)(O)C=O. Its LUMO energy is 0.8 eV. As for the multiplicity: 1. Its energy above the lowest of the compared OMol25 structures with the same formula, charge and spin is 45.4 kcal/mol.